Record 1
{
  "formula": "C9H62NO23",
  "method": "the ωB97M-V functional and the def2-TZVPD basis",
  "orbital_gap_ev": 5.53,
  "homo_ev": -4.206,
  "e_lumo_ev": 1.3,
  "max_force_ev_per_a": 3.2,
  "total_charge": -1,
  "e_above_lowest_kcal_mol": 38.9,
  "elements": ["C", "C", "C", "C", "C", "C", "N", "O", "C", "C", "C", "H", "H", "H", "H", "H", "H", "H", "H", "H", "H", "H", "H", "H", "H", "H", "H", "H", "H", "O", "H", "H", "O", "H", "H", "O", "H", "H", "O", "H", "H", "O", "H", "H", "O", "H", "H", "O", "H", "H", "O", "H", "H", "O", "H", "H", "O", "H", "H", "O", "H", "H", "O", "H", "H", "O", "H", "H", "O", "H", "H", "O", "H", "H", "O", "H", "H", "O", "H", "H", "O", "H", "H", "O", "H", "H", "O", "H", "H", "O", "H", "H", "O", "H", "H"],
  "xyz": [[2.18075, -1.71870, -0.55542], [0.77677, -1.13855, -0.77355], [-0.15459, -2.20200, -0.20467], [-1.62755, -1.79555, -0.28497], [-1.84200, -0.45599, 0.44541], [-0.84894, 0.70882, 0.03944], [0.52248, 0.13892, -0.10823], [1.56436, 1.06498, -0.15636], [-0.89911, 1.68020, 1.19566], [-1.28573, 1.31306, -1.31670], [0.56929, -1.01388, -2.29375], [2.99467, -1.00294, -0.69474], [2.40917, -2.45137, -1.33294], [2.36639, -2.22265, 0.39632], [0.10530, -2.35099, 0.84543], [-0.09042, -3.16275, -0.71273], [-2.30518, -2.57627, 0.06582], [-1.97389, -1.55386, -1.29453], [-1.93702, -0.54948, 1.52404], [-2.81556, -0.12166, 0.06276], [-0.69450, 1.29079, 2.18961], [-1.76109, 2.35238, 1.20053], [-0.10578, 2.43887, 1.15112], [-1.94013, 2.18409, -1.34688], [-1.76681, 0.51535, -1.89386], [-0.43486, 1.48512, -1.97956], [1.06867, -1.84500, -2.80010], [0.91900, -0.08743, -2.74874], [-0.46502, -1.16691, -2.60423], [-2.88392, 4.84654, 0.97803], [-1.96361, 4.73305, 0.70286], [-3.37999, 4.12842, 0.52982], [-1.95817, -5.59588, -0.83748], [-1.53980, -6.34198, -0.39582], [-2.85979, -5.58394, -0.49885], [0.95912, 3.05134, 3.75998], [0.45114, 3.76014, 3.35016], [1.63218, 2.79874, 3.07880], [3.64947, 1.36291, -2.23939], [4.31706, 0.96306, -1.67114], [2.82607, 1.32884, -1.71276], [-2.73777, 0.54001, -4.62254], [-2.74413, 0.92770, -5.50431], [-2.43277, -0.36408, -4.75950], [3.81910, -0.84841, -4.37312], [4.38615, -0.10537, -4.60083], [2.96706, -0.44272, -4.18005], [-1.56762, 4.77351, -2.67629], [-2.50808, 4.65901, -2.49919], [-1.38726, 4.20009, -3.43119], [1.16777, -5.01200, 2.35284], [0.48304, -5.56964, 2.73763], [1.05294, -4.15296, 2.78309], [-3.19147, 4.58918, 3.99150], [-3.03887, 3.78375, 4.49712], [-2.79088, 4.41612, 3.12536], [-4.28985, 2.72544, -0.19407], [-3.92321, 1.83928, -0.06626], [-4.55858, 2.74317, -1.11969], [-4.57811, -0.83683, -2.04112], [-4.28374, -1.31731, -2.82216], [-5.08028, -1.48265, -1.53180], [3.42303, -0.08572, 1.86725], [4.11009, 0.58605, 1.83506], [2.87950, 0.08480, 1.06820], [0.95598, 3.67562, -1.16795], [0.10165, 3.77934, -1.60683], [0.94177, 2.75021, -0.81504], [2.03310, -5.60294, -0.14887], [1.42394, -6.25404, 0.20110], [1.81549, -4.79416, 0.32349], [-3.85984, 0.14372, 3.74681], [-3.30934, -0.65313, 3.66595], [-4.47756, 0.09444, 3.01083], [2.73065, 2.67743, 1.75777], [3.66193, 2.71448, 1.52607], [2.32532, 2.01175, 1.14520], [0.43195, 5.23480, 1.19661], [0.62823, 4.71427, 0.39192], [1.29941, 5.47714, 1.53690], [0.45859, -0.83242, 2.92008], [0.50354, -0.05053, 3.48848], [0.45449, -0.47373, 2.00153], [5.47251, -2.18307, 1.70460], [4.60878, -1.77339, 1.53080], [5.82878, -1.68165, 2.44254], [-0.97019, -3.69329, -3.21855], [-1.47195, -2.90169, -3.00684], [-0.95309, -4.19553, -2.39477], [-1.79350, -1.90738, 4.10685], [-1.03030, -1.48624, 3.63746], [-1.50931, -2.80983, 4.26919], [5.74298, -1.25494, -1.04634], [5.18498, -1.64377, -1.73155], [5.81650, -1.93970, -0.36172]],
  "forces_ev_per_a": [[1.09, 0.36, -0.33], [-0.10, 0.11, -0.83], [-1.48, -0.05, -0.08], [0.29, 1.19, 0.32], [-0.46, 0.28, -0.97], [0.28, -1.35, -0.25], [-0.23, -0.94, 3.02], [0.16, 0.45, -0.78], [1.18, 1.95, 0.08], [0.05, -0.80, -0.89], [0.11, -0.91, -0.91], [-0.28, 0.28, 0.11], [-0.40, -0.20, 0.06], [-0.38, 0.23, 0.22], [0.00, -0.09, 0.03], [0.67, -0.05, -0.12], [0.08, 0.01, 0.28], [0.35, -0.46, -0.27], [0.33, -0.09, 0.08], [-0.17, 0.19, 0.41], [-0.59, -0.48, -0.06], [-0.49, -0.63, 0.07], [0.16, -0.22, -0.52], [0.03, 0.05, 0.42], [-0.45, 0.15, 0.16], [0.21, 0.51, 0.45], [0.15, 0.12, -0.04], [0.14, 0.13, 0.36], [-0.12, 0.45, 0.22], [-0.04, -0.42, -0.25], [-0.02, 0.18, 0.11], [0.32, 0.38, 0.33], [-0.05, -0.04, 0.07], [0.05, 0.06, -0.06], [0.06, 0.05, -0.04], [0.28, -0.36, -0.20], [0.04, -0.02, -0.13], [-0.45, 0.44, 0.57], [-0.10, 0.07, -0.04], [-0.05, -0.12, -0.03], [0.02, -0.03, 0.24], [-0.08, -0.09, -0.08], [0.01, -0.03, 0.05], [0.11, 0.11, 0.00], [-0.01, -0.25, -0.33], [-0.05, 0.07, 0.21], [0.13, 0.07, 0.25], [-0.01, -0.15, -0.14], [0.09, 0.04, 0.10], [-0.02, 0.05, 0.06], [-0.29, 0.21, 0.43], [0.05, 0.07, 0.02], [0.08, -0.05, -0.08], [0.13, -0.19, 0.05], [0.01, 0.03, -0.06], [-0.23, 0.23, -0.08], [-0.16, -0.27, -0.20], [0.04, 0.13, 0.01], [-0.01, -0.07, 0.07], [-0.08, -0.09, 0.05], [-0.02, 0.13, 0.00], [0.06, 0.05, -0.01], [0.18, -0.51, -0.26], [-0.11, 0.01, 0.04], [-0.12, 0.20, 0.17], [-0.37, -0.27, 0.26], [0.02, 0.17, 0.01], [0.50, 0.13, -0.10], [0.18, -0.06, -0.72], [0.01, 0.05, 0.17], [-0.02, -0.10, 0.16], [-0.02, -0.20, -0.16], [0.00, 0.10, 0.22], [0.05, 0.07, 0.03], [0.11, -0.01, -0.34], [-0.07, 0.15, -0.01], [-0.25, 0.12, -0.19], [-0.08, -0.05, -0.04], [0.16, -0.02, 0.00], [-0.07, -0.09, -0.02], [-0.26, 0.13, -0.03], [0.28, 0.01, -0.12], [0.20, -0.10, 0.03], [-0.02, -0.29, -0.16], [0.03, 0.28, 0.24], [-0.06, 0.03, -0.03], [-0.14, -0.18, -0.20], [0.09, 0.00, 0.15], [-0.10, -0.08, -0.01], [0.22, 0.19, -0.29], [-0.19, -0.22, 0.11], [-0.07, 0.01, 0.03], [-0.08, -0.24, -0.11], [0.05, 0.11, -0.04], [-0.01, 0.33, 0.06]]
}

=====

Record 2
{
  "formula": "C15H11ClCuN2O9",
  "method": "the ωB97M-V functional and the def2-TZVPD basis",
  "orbital_gap_ev": [9.19, 8.08],
  "homo_ev": [-9.638, -9.650],
  "e_lumo_ev": [-0.5, -1.6],
  "max_force_ev_per_a": 0.6,
  "total_charge": 0,
  "multiplicity": 2,
  "elements": ["Cu", "O", "C", "O", "C", "O", "C", "C", "O", "O", "H", "H", "H", "H", "H", "O", "C", "O", "C", "C", "Cl", "N", "N", "C", "C", "O", "O", "C", "C", "C", "C", "C", "C", "H", "H", "H", "H", "H", "H"],
  "xyz": [[0.93495, 0.50424, -1.64530], [1.22532, -3.51370, -2.31805], [1.08202, -2.31825, -1.78812], [0.47893, -1.41710, -2.34158], [1.66884, -2.23541, -0.39758], [1.66661, -0.92409, 0.10786], [2.98442, -0.36944, 0.26271], [3.62634, -0.05378, -1.10710], [4.83554, -0.08071, -1.20577], [2.78576, 0.19662, -2.05606], [0.85203, -3.53919, -3.21016], [2.67023, -2.67080, -0.41278], [1.03184, -2.85699, 0.23991], [3.62825, -1.04540, 0.82452], [2.85712, 0.55364, 0.82839], [-0.51538, 5.43265, 0.44308], [-1.18757, 4.55074, 1.14731], [-1.81230, 4.83533, 2.13684], [-1.12493, 3.13453, 0.66251], [-1.74538, 2.04656, 1.26522], [-2.94369, 2.07462, 2.45563], [-1.34405, 0.91720, 0.62129], [-0.49939, 1.24222, -0.36886], [-0.34954, 2.55853, -0.35490], [0.47487, 3.15529, -1.47209], [0.58232, 4.37487, -1.54714], [0.96838, 2.29409, -2.27421], [-1.68577, -0.44610, 0.85528], [-1.81832, -0.94145, 2.14645], [-2.17105, -2.26847, 2.33431], [-2.35109, -3.10806, 1.24581], [-2.18092, -2.61330, -0.03878], [-1.86066, -1.28147, -0.24127], [-0.12855, 5.05882, -0.39898], [-1.62780, -0.30995, 2.99899], [-2.30658, -2.64525, 3.33903], [-2.62372, -4.14429, 1.39456], [-2.31537, -3.26638, -0.89184], [-1.76172, -0.88036, -1.23913]],
  "forces_ev_per_a": [[0.46, -0.22, 0.20], [0.14, -0.21, 0.12], [-0.13, 0.18, 0.07], [0.05, -0.04, 0.09], [0.03, 0.00, 0.08], [-0.20, -0.07, -0.07], [0.18, 0.14, -0.27], [0.15, -0.11, 0.14], [-0.19, 0.01, 0.08], [-0.25, -0.05, -0.14], [-0.11, 0.12, -0.10], [0.00, -0.02, -0.01], [0.02, -0.06, -0.02], [-0.04, -0.03, 0.01], [0.00, -0.01, 0.01], [-0.37, 0.31, 0.42], [-0.17, 0.12, -0.12], [0.03, -0.06, 0.06], [0.18, -0.18, 0.32], [0.01, 0.27, -0.41], [0.04, -0.23, 0.07], [-0.01, 0.16, 0.34], [0.19, 0.03, -0.41], [-0.36, 0.00, -0.06], [0.05, -0.07, 0.01], [0.08, -0.23, -0.37], [-0.02, 0.36, 0.15], [-0.08, -0.35, 0.00], [0.12, 0.11, -0.07], [-0.03, -0.02, -0.02], [0.01, -0.02, 0.00], [0.02, -0.07, -0.07], [-0.09, 0.20, 0.04], [0.29, -0.08, -0.13], [-0.04, 0.10, 0.04], [0.06, 0.00, 0.01], [0.00, 0.00, 0.02], [-0.03, 0.03, -0.01], [-0.03, -0.02, -0.03]]
}

=====

Record 3
{
  "formula": "C42H39N9OS4Ti",
  "method": "the ωB97M-V functional and the def2-TZVPD basis",
  "orbital_gap_ev": [5.10, 5.12],
  "homo_ev": [-5.218, -5.188],
  "e_lumo_ev": [-0.1, -0.1],
  "max_force_ev_per_a": 1.1,
  "total_charge": 0,
  "elements": ["Ti", "S", "C", "C", "C", "C", "C", "C", "N", "C", "C", "C", "C", "C", "C", "C", "C", "N", "C", "C", "C", "C", "C", "S", "C", "H", "H", "H", "H", "H", "H", "H", "H", "H", "H", "H", "H", "S", "C", "N", "C", "C", "N", "C", "C", "C", "C", "C", "C", "C", "C", "S", "C", "C", "C", "C", "C", "C", "C", "H", "H", "H", "H", "H", "H", "H", "H", "H", "H", "H", "H", "H", "H", "H", "H", "H", "H", "N", "N", "N", "C", "N", "N", "H", "H", "H", "C", "O", "C", "C", "H", "H", "H", "H", "H", "H"],
  "xyz": [[-0.88775, 0.00060, 0.97778], [-6.16634, -4.31565, 3.21476], [-6.79899, -5.32401, 1.99135], [-6.14131, -5.13988, 0.81437], [-5.10327, -4.16585, 0.92126], [-4.99680, -3.62533, 2.16988], [-4.04558, -2.59064, 2.65108], [-3.31485, -1.88885, 1.74286], [-2.39359, -0.93345, 2.05192], [-2.24229, -0.64738, 3.41477], [-2.97371, -1.33493, 4.41085], [-2.75510, -0.95712, 5.80139], [-1.91890, 0.03385, 6.12805], [-1.19015, 0.76446, 5.10687], [-0.37714, 1.82956, 5.37918], [0.26291, 2.51792, 4.32990], [0.08146, 2.06787, 3.04664], [-0.67602, 0.99447, 2.72108], [-1.35755, 0.36513, 3.75879], [1.13372, 3.69351, 4.58010], [1.93597, 4.36550, 3.70488], [2.62990, 5.45804, 4.30878], [2.33860, 5.59118, 5.63113], [1.22580, 4.40202, 6.13880], [-3.86282, -2.30361, 4.03282], [-7.61801, -5.99619, 2.20416], [-6.37489, -5.67902, -0.09496], [-4.45032, -3.89551, 0.09880], [-3.44710, -2.07178, 0.68597], [-3.30227, -1.48842, 6.57250], [-1.78175, 0.31649, 7.16645], [-0.24139, 2.13921, 6.41143], [0.55075, 2.54974, 2.20268], [2.04674, 4.08689, 2.66300], [3.31607, 6.10573, 3.77836], [2.71773, 6.32031, 6.33252], [-4.41993, -2.83796, 4.79600], [1.40542, 0.59290, 0.39719], [1.42548, 1.05968, -1.31193], [2.66568, 1.37227, -1.84590], [2.70243, 1.73651, -3.24674], [1.54046, 2.67998, -3.53473], [0.27534, 2.02381, -3.25761], [-0.37283, 1.43928, -4.43221], [0.40791, 0.32087, -5.10108], [1.00748, 0.48929, -6.34252], [1.77475, -0.52545, -6.91376], [1.94968, -1.72574, -6.24183], [1.34649, -1.90996, -5.00054], [0.57931, -0.90018, -4.44019], [0.28560, 1.26052, -2.04031], [-1.25673, 0.57987, -1.57518], [3.90844, 1.39788, -1.09420], [4.64568, 0.07029, -1.08911], [4.78673, -0.68453, 0.06918], [5.44464, -1.91099, 0.04032], [5.96238, -2.39963, -1.15278], [5.83210, -1.64766, -2.31540], [5.18401, -0.42077, -2.27701], [2.60209, 0.85384, -3.88324], [3.66317, 2.19963, -3.47319], [1.55794, 3.00279, -4.57647], [1.64083, 3.56583, -2.90168], [-0.55565, 2.24588, -5.14392], [-1.34701, 1.05741, -4.13489], [0.88071, 1.43249, -6.86629], [2.23894, -0.37441, -7.88089], [2.55022, -2.51431, -6.67891], [1.48800, -2.84230, -4.46556], [0.12830, -1.03926, -3.46231], [3.73654, 1.73160, -0.07348], [4.54258, 2.14343, -1.57826], [4.36708, -0.30897, 0.99570], [5.55249, -2.48629, 0.95270], [6.47122, -3.35575, -1.17665], [6.24133, -2.01403, -3.24926], [5.08759, 0.16183, -3.18843], [-1.25277, -4.33866, -2.00159], [-0.66265, -3.51649, -1.03624], [0.49395, -3.81008, -0.49409], [0.62386, -2.80228, 0.36228], [-0.42799, -1.97068, 0.30905], [-1.24848, -2.46726, -0.60349], [-0.48043, -4.76624, -2.50030], [-1.76513, -3.71713, -2.61870], [1.48739, -2.64735, 0.98447], [-2.29528, 3.82728, 0.00534], [-1.51452, 2.66492, 0.22042], [-2.02421, 1.39248, -0.02437], [-3.52033, 1.27581, -0.18436], [-2.48040, 3.99110, -1.06153], [-1.70922, 4.65824, 0.39077], [-3.24805, 3.78767, 0.53461], [-3.93066, 1.92598, -0.95981], [-4.01009, 1.49841, 0.76505], [-3.78366, 0.24976, -0.44233]],
  "forces_ev_per_a": [[-0.38, 0.89, -0.36], [-0.16, 0.00, 0.31], [-0.03, -0.05, -0.09], [0.18, 0.15, -0.01], [-0.10, -0.24, -0.30], [0.39, 0.39, 0.18], [-0.47, -0.44, 0.33], [0.26, 0.44, -0.51], [0.43, 0.05, 0.72], [0.11, 0.19, -0.33], [0.01, 0.05, 0.48], [-0.26, -0.35, -0.41], [0.32, 0.34, -0.11], [-0.17, -0.18, 0.20], [0.09, 0.15, 0.57], [0.34, 0.41, -0.29], [0.12, 0.42, -0.06], [-0.10, -0.88, 0.18], [-0.18, -0.06, -0.11], [-0.34, -0.45, -0.15], [0.28, 0.25, -0.10], [-0.09, -0.16, -0.16], [0.07, 0.08, -0.05], [-0.09, 0.01, 0.32], [-0.32, -0.37, -0.12], [0.09, 0.08, -0.02], [0.02, 0.05, 0.08], [-0.09, -0.06, 0.08], [0.01, 0.00, -0.06], [-0.01, -0.02, -0.09], [0.04, 0.03, -0.07], [0.01, 0.00, -0.09], [0.04, 0.05, 0.00], [0.00, 0.04, 0.12], [-0.05, -0.05, 0.03], [-0.04, -0.07, -0.08], [0.01, -0.01, -0.10], [0.17, 0.06, -0.10], [0.12, 0.12, 0.16], [-0.09, 0.16, 0.03], [0.01, -0.18, 0.07], [-0.15, 0.00, 0.10], [-0.18, 0.03, 0.15], [0.23, -0.28, -0.07], [-0.09, -0.08, 0.08], [0.08, -0.01, -0.04], [-0.06, 0.07, 0.08], [-0.04, 0.04, 0.04], [0.01, 0.05, -0.03], [0.00, 0.01, 0.00], [0.15, 0.10, -0.29], [0.03, -0.19, 0.39], [0.05, -0.18, -0.04], [-0.02, -0.03, -0.09], [0.02, -0.02, 0.01], [-0.02, 0.04, -0.05], [-0.04, 0.09, 0.03], [-0.03, 0.04, 0.08], [-0.01, -0.07, -0.05], [0.07, -0.05, -0.05], [0.00, 0.08, 0.05], [-0.04, -0.01, -0.01], [-0.02, 0.00, 0.02], [0.06, 0.02, -0.05], [-0.07, 0.04, 0.11], [0.02, -0.06, 0.00], [-0.02, 0.01, 0.02], [-0.02, 0.03, 0.01], [0.00, 0.02, -0.01], [0.01, -0.02, -0.07], [-0.10, -0.03, 0.04], [0.05, 0.05, 0.05], [0.01, -0.03, -0.02], [-0.01, 0.02, -0.03], [-0.02, 0.03, 0.01], [-0.01, 0.01, 0.02], [0.02, -0.04, 0.05], [0.15, 0.27, 0.34], [0.02, -0.91, -0.64], [0.01, 0.31, 0.19], [0.08, 0.09, 0.01], [0.12, -0.89, -0.47], [-0.28, 0.25, 0.36], [-0.03, -0.04, -0.07], [-0.02, -0.04, -0.10], [-0.03, 0.00, 0.01], [-0.06, -0.12, -0.34], [0.15, -0.23, 0.33], [-0.12, 0.93, -0.30], [-0.05, -0.08, 0.10], [-0.01, -0.01, 0.00], [0.02, -0.02, 0.01], [-0.02, -0.01, 0.04], [0.05, 0.03, -0.03], [0.01, 0.01, 0.05], [0.00, -0.06, -0.01]]
}

=====

Record 4
{
  "formula": "C3H3NO2",
  "method": "the ωB97M-V functional and the def2-TZVPD basis",
  "orbital_gap_ev": 9.16,
  "homo_ev": -11.122,
  "e_lumo_ev": -2.0,
  "max_force_ev_per_a": 1.1,
  "total_charge": 0,
  "e_above_lowest_kcal_mol": 76.3,
  "smiles": "N#CC(=O)C=O.[H][H]",
  "elements": ["O", "C", "C", "O", "C", "N", "H", "H", "H"],
  "xyz": [[-0.01658, 0.97782, -1.54003], [0.13198, 0.04856, -0.79583], [-1.04364, -0.67847, -0.11266], [-2.17374, -0.40172, -0.39887], [1.46626, -0.48524, -0.44514], [2.48550, -0.94270, -0.14452], [-0.13643, 1.76918, 1.18288], [0.12952, 1.27932, 1.67462], [-0.76776, -1.44562, 0.63770]],
  "forces_ev_per_a": [[0.13, -0.58, 0.36], [-0.05, 0.51, -0.45], [-0.65, 0.07, -0.09], [0.62, -0.18, 0.18], [0.99, -0.40, 0.22], [-1.02, 0.44, -0.27], [0.01, 0.00, 0.10], [0.00, 0.06, 0.04], [-0.04, 0.08, -0.09]]
}

=====

Values for E, hartree, ordered as above
-2165.41431; -3465.62075; -4634.08237; -321.25601